*i*
The following is a quantum chemistry calculation of the molecule C20H27N5O3S, from the Open Molecules 2025 dataset.

Each line ends with the natural charge from an NBO analysis.
CARTESIAN COORDINATES (ANGSTROEM)
H (0.23, -0.45, 1.02)  0.190
H (-0.82, 0.90, -3.92)  0.236
N (-0.15, -1.02, -3.46)  -0.390
C (3.98, 2.82, -0.49)  -0.195
N (-1.34, 0.01, -1.78)  -0.536
H (-0.94, -3.30, -2.27)  0.228
N (-1.79, -1.13, 2.66)  -0.668
H (2.72, -1.35, 4.08)  0.201
H (3.73, 4.00, 2.69)  0.212
C (2.04, 3.13, 0.87)  -0.204
C (1.85, 2.08, -1.29)  0.219
H (1.03, -2.72, -3.19)  0.208
H (-1.61, 0.85, 2.14)  0.232
H (0.03, -1.72, 4.49)  0.171
H (0.20, 2.44, 0.03)  0.203
H (1.42, -1.73, -4.59)  0.232
H (5.05, 2.92, -0.64)  0.210
N (1.13, -1.11, 2.78)  -0.444
C (0.35, -0.11, 2.06)  -0.238
H (4.56, 4.92, 1.44)  0.220
H (0.25, 0.15, -5.13)  0.225
H (-0.02, -2.77, -4.62)  0.198
H (0.86, -3.00, 3.59)  0.211
C (3.22, 2.23, -1.47)  -0.247
S (-3.08, -1.20, 1.60)  2.345
H (-1.58, -3.12, 3.18)  0.233
O (-3.74, -2.44, 1.83)  -0.936
C (-0.98, -2.34, 2.70)  -0.240
C (1.27, 2.55, -0.11)  -0.256
H (-0.71, -2.67, 1.69)  0.187
H (2.80, 0.09, 3.07)  0.206
N (1.00, 1.48, -2.23)  -0.648
H (-2.37, 0.90, -0.26)  0.217
H (0.04, 1.33, -1.92)  0.435
H (3.67, 1.88, -2.39)  0.251
H (-0.93, 0.43, 3.72)  0.201
C (0.60, -2.13, -3.99)  -0.414
O (-3.80, 0.03, 1.75)  -0.939
C (0.30, -2.07, 3.48)  -0.228
C (0.07, 0.28, -4.07)  -0.303
H (1.58, 3.49, 1.78)  0.208
C (-0.90, -1.13, -2.34)  0.426
C (-2.03, -0.04, -0.66)  0.097
H (1.71, 0.05, 4.48)  0.160
O (2.38, 0.97, -3.99)  -0.612
C (2.13, -0.54, 3.65)  -0.407
H (0.90, 0.83, 2.03)  0.220
C (-1.94, -2.42, -0.61)  -0.114
H (-2.23, -3.35, -0.14)  0.245
C (-2.33, -1.22, -0.01)  -0.460
C (4.27, 3.92, 1.75)  -0.625
H (5.18, 3.34, 1.92)  0.217
C (-1.03, 0.10, 2.68)  -0.255
C (1.30, 0.96, -3.44)  0.667
C (3.42, 3.27, 0.70)  -0.040
C (-1.23, -2.39, -1.78)  -0.313

Results
Total charge: 0
Multiplicity: 1
Kohn-Sham gap in eV: 8.845
SMILES string: Cc1ccc(NC(=O)CN(C)c2ccc(S(=O)(=O)N3CCN(C)CC3)cn2)cc1
HOMO in eV: -8.35
LUMO in eV: 0.493

***

*ii*
The following is a quantum chemistry calculation of the molecule C20H27N5O3S, from the Open Molecules 2025 dataset.

Each line ends with the natural charge from an NBO analysis.
CARTESIAN COORDINATES (ANGSTROEM)
H (-3.75, -2.56, -0.87)  0.198
C (2.62, -3.20, 0.99)  -0.416
C (3.58, -2.25, 0.26)  -0.226
N (2.91, -1.06, -0.22)  -0.671
O (-0.44, -2.41, -2.32)  -0.637
C (1.75, -1.32, -1.03)  -0.210
C (3.11, 1.57, -0.18)  -0.265
H (-1.09, -2.57, 1.53)  0.212
H (1.31, -0.36, -1.30)  0.219
H (2.05, -1.84, -1.94)  0.228
N (2.13, 2.47, -0.51)  -0.509
H (2.17, 4.20, -1.77)  0.201
H (4.01, -2.76, -0.61)  0.201
C (-3.14, -0.47, -0.93)  -0.235
C (-3.73, 1.10, 0.83)  -0.247
C (0.73, -2.17, -0.25)  -0.349
N (3.96, 3.10, -1.56)  -0.450
H (-4.63, 1.32, 0.25)  0.204
H (-3.99, 1.11, 1.89)  0.203
H (0.50, -1.61, 0.66)  0.238
O (1.32, 0.40, 1.21)  -0.965
H (0.09, 4.75, -0.18)  0.216
C (-0.67, 4.01, 0.02)  -0.254
H (-1.77, 2.00, 2.49)  0.214
H (1.19, 2.44, -0.14)  0.456
C (-0.73, 3.39, 1.26)  -0.221
N (-1.71, -2.36, -0.46)  -0.443
S (2.70, 0.20, 0.86)  2.330
H (-2.82, -2.76, 1.22)  0.206
C (-0.52, -2.33, -1.10)  0.703
C (1.40, -3.50, 0.13)  -0.394
H (-2.71, -2.13, -2.27)  0.247
H (-4.05, -0.15, -1.45)  0.204
H (0.70, -4.13, 0.68)  0.212
C (-2.60, 2.78, -0.68)  -0.240
H (-1.26, -0.14, 1.03)  0.188
C (2.70, 3.37, -1.34)  0.175
C (-2.89, -1.96, -1.20)  -0.230
H (-1.57, 4.19, -1.91)  0.216
C (-1.73, 2.47, 1.52)  -0.220
H (1.69, -4.02, -0.78)  0.210
H (-2.40, -0.59, 2.32)  0.202
C (-1.93, -2.19, 0.95)  -0.211
O (3.66, 0.07, 1.91)  -0.922
H (0.00, 3.62, 2.02)  0.223
H (4.38, -1.92, 0.92)  0.239
C (-2.68, 2.15, 0.56)  0.042
H (-2.28, 0.10, -1.33)  0.174
H (2.31, -2.71, 1.92)  0.206
C (-2.17, -0.71, 1.26)  -0.240
H (3.15, -4.12, 1.25)  0.218
C (4.23, 1.98, -0.85)  -0.024
H (-3.34, 2.55, -1.44)  0.213
H (5.20, 1.54, -0.85)  0.217
N (-3.33, -0.26, 0.49)  -0.440
C (-1.61, 3.70, -0.95)  -0.197

Results
Total charge: 0
Multiplicity: 1
Kohn-Sham gap in eV: 9.443
SMILES string: O=C([C@H]1CCCN(S(=O)(=O)c2cnc[nH]2)C1)N1CCN(Cc2ccccc2)CC1
HOMO in eV: -8.78
LUMO in eV: 0.659

***

In order of decreasing stability: *ii*, *i*.

***

*i*
The following is a quantum chemistry calculation of a cluster of 2 separate species, C4H13N3O in total, from the Open Molecules 2025 dataset.

Each line ends with the natural charge from an NBO analysis.
CARTESIAN COORDINATES (ANGSTROEM)
O (-1.58, 2.56, 0.59)  -0.987
C (0.19, -1.44, -0.95)  -0.463
C (0.01, -0.32, 1.34)  -0.248
H (-1.61, 3.16, 1.33)  0.446
H (0.41, 0.62, 0.94)  0.205
H (0.19, -0.36, 2.42)  0.176
N (-1.48, -0.26, 1.24)  -0.887
C (0.67, -1.42, 0.55)  -0.507
H (-1.83, -0.43, 0.31)  0.383
H (2.13, 0.04, -1.47)  0.315
C (0.35, 0.81, -1.63)  0.042
H (-1.82, -1.00, 1.84)  0.345
H (1.75, -1.30, 0.77)  0.203
H (2.07, 1.65, -1.83)  0.314
H (-0.50, -2.27, -1.06)  0.182
N (1.72, 0.93, -1.18)  -0.993
H (1.08, -1.67, -1.55)  0.144
N (-0.39, -0.20, -1.50)  -0.530
H (0.39, -2.41, 0.87)  0.187
H (-0.22, 1.64, -2.04)  0.178
H (-1.55, 1.66, 1.01)  0.495

Results
Total charge: -1
Multiplicity: 2
Kohn-Sham gap (alpha / beta) in eV: 2.734 / 9.314
HOMO (alpha / beta) in eV: 1.15 / -5.64
LUMO (alpha / beta) in eV: 3.883 / 3.674
⟨S²⟩: 0.7504

***

*ii*
The following is a quantum chemistry calculation of a cluster of 3 separate species, C4H13N3O in total, from the Open Molecules 2025 dataset.

Each line ends with the natural charge from an NBO analysis.
CARTESIAN COORDINATES (ANGSTROEM)
N (0.55, -1.57, -2.27)  -0.861
H (2.53, 0.38, 1.24)  0.364
H (0.17, 0.77, 3.03)  0.066
H (-0.26, -1.89, -2.78)  0.345
H (0.83, -0.67, -2.64)  0.348
H (0.44, 1.01, -1.71)  0.302
H (-2.95, 0.62, -2.34)  0.449
N (-0.09, 1.01, -0.84)  -1.031
C (-0.46, -0.25, 1.18)  -0.476
H (0.03, 1.60, 3.64)  -0.098
H (-0.83, -1.24, 1.45)  0.194
H (1.41, 1.59, 0.87)  0.403
C (0.21, -1.44, -0.88)  -0.268
H (-0.13, -2.31, -0.34)  0.155
C (-0.11, -0.23, -0.29)  0.177
H (-1.29, 0.46, 1.27)  0.204
H (-1.47, 1.03, -2.08)  0.506
H (1.08, -0.75, 2.64)  0.178
C (0.72, 0.12, 2.09)  -0.094
O (-2.14, 0.84, -2.79)  -1.011
N (1.74, 0.93, 1.55)  -0.853

Results
Total charge: -1
Multiplicity: 2
Kohn-Sham gap (alpha / beta) in eV: 6.383 / 5.429
HOMO (alpha / beta) in eV: -2.21 / -2.21
LUMO (alpha / beta) in eV: 4.178 / 3.224
⟨S²⟩: 0.7571

***

In order of decreasing stability: *i*, *ii*.

***

*i*
The following is a quantum chemistry calculation of the ion C3H8BrN2 with charge +1, from the Open Molecules 2025 dataset.

Each line ends with the natural charge from an NBO analysis.
CARTESIAN COORDINATES (ANGSTROEM)
C (-1.36, 0.40, 0.52)  0.103
C (0.88, 1.01, 0.05)  -0.247
H (1.16, -0.63, -1.37)  0.223
H (1.43, 1.67, -0.66)  0.258
C (1.01, -0.56, -0.29)  -0.270
H (-0.86, 1.62, -1.05)  0.427
N (-0.25, -1.24, 0.05)  -0.725
Br (-2.99, -0.17, -0.03)  0.250
H (1.19, 1.25, 1.12)  0.234
H (1.96, -1.03, 0.21)  0.251
N (-0.53, 1.26, -0.09)  -0.545
H (-0.22, -1.87, 0.88)  0.414
H (-0.47, -1.73, -0.77)  0.408
H (-0.97, 0.03, 1.44)  0.219

Results
Total charge: +1
Multiplicity: 1
Kohn-Sham gap in eV: 11.030
SMILES string: NCC/[NH+]=C/Br
HOMO in eV: -14.91
LUMO in eV: -3.883

***

*ii*
The following is a quantum chemistry calculation of a cluster of 2 separate species, C3H8BrN2 in total, from the Open Molecules 2025 dataset.

Each line ends with the natural charge from an NBO analysis.
CARTESIAN COORDINATES (ANGSTROEM)
H (-0.81, 0.80, 1.82)  0.247
N (-0.27, 1.35, -0.16)  -0.454
C (-0.35, -0.86, 0.57)  -0.265
H (-0.37, -1.30, -1.48)  0.456
H (-1.06, -1.72, 0.90)  0.278
Br (2.86, -0.09, 0.17)  -0.547
C (-0.94, 0.50, 0.87)  -0.233
C (0.42, 0.62, -1.07)  0.396
H (-1.94, 0.64, 0.75)  0.229
H (0.76, 0.92, -2.01)  0.267
H (-0.21, 2.28, 0.17)  0.466
H (0.49, -1.12, 1.11)  0.269
N (0.21, -0.80, -0.82)  -0.618
H (1.21, -1.21, -0.80)  0.508

Results
Total charge: +1
Multiplicity: 1
Kohn-Sham gap (alpha / beta) in eV: 7.256 / 7.258
HOMO (alpha / beta) in eV: -13.13 / -13.13
LUMO (alpha / beta) in eV: -5.874 / -5.872

***

In order of decreasing stability: *i*, *ii*.

***

*i*
The following is a quantum chemistry calculation of a cluster of 4 separate species, C4H14O3S in total, from the Open Molecules 2025 dataset.

Each line ends with the natural charge from an NBO analysis.
CARTESIAN COORDINATES (ANGSTROEM)
H (-1.04, 0.10, 0.86)  0.202
H (2.26, 3.59, 3.68)  0.431
H (-1.32, -2.37, 0.34)  0.212
C (-0.14, -0.22, 0.37)  -0.608
O (3.39, 3.51, 3.73)  -0.897
O (-2.97, -3.65, -1.25)  -0.738
H (3.02, 4.47, -1.04)  0.463
H (0.53, 0.58, 0.46)  0.202
H (0.49, -0.96, -1.64)  0.209
H (-2.11, -2.29, -2.68)  0.164
H (3.04, 2.76, 3.21)  0.429
H (-0.40, -3.05, -1.05)  0.205
S (1.55, 1.80, 1.98)  0.058
H (0.37, -0.98, 1.03)  0.191
H (2.26, 3.54, -0.13)  0.465
H (-3.11, -1.60, -1.28)  0.162
C (-2.42, -2.35, -1.59)  -0.058
C (-1.13, -2.20, -0.71)  -0.408
C (-0.39, -0.87, -0.98)  -0.417
H (-1.04, -0.18, -1.49)  0.191
O (3.00, 4.18, -0.15)  -0.929
H (-3.85, -3.79, -1.67)  0.470

Results
Total charge: 0
Multiplicity: 1
Kohn-Sham gap in eV: 5.463
HOMO in eV: -10.39
LUMO in eV: -4.926

***

*ii*
The following is a quantum chemistry calculation of a cluster of 3 separate species, C4H14O3S in total, from the Open Molecules 2025 dataset.

Each line ends with the natural charge from an NBO analysis.
CARTESIAN COORDINATES (ANGSTROEM)
H (1.81, -2.14, -0.36)  0.180
C (0.80, 1.85, 0.82)  -0.506
H (-1.58, -1.80, -1.98)  0.486
H (2.29, 0.70, -0.23)  0.216
O (-0.09, -2.77, -0.68)  -0.734
H (-0.25, 1.78, 1.07)  0.234
H (0.88, -1.98, 1.04)  0.151
H (1.96, -0.04, 1.16)  0.202
H (-0.65, -0.38, 0.11)  0.195
H (-2.92, 1.25, 0.43)  0.470
O (-2.35, 1.92, 0.02)  -0.941
C (0.81, -1.87, -0.06)  -0.053
H (-2.34, -0.72, -2.68)  0.473
H (-0.92, -2.81, -0.19)  0.466
H (-1.77, 1.42, -0.56)  0.477
S (1.69, 2.52, 2.28)  -0.047
H (1.39, 1.42, 2.96)  0.106
O (-1.75, -0.84, -1.93)  -0.959
H (0.91, 2.60, 0.05)  0.220
H (0.30, -0.25, -1.38)  0.229
C (1.42, 0.54, 0.40)  -0.435
C (0.39, -0.40, -0.29)  -0.432

Results
Total charge: 0
Multiplicity: 1
Kohn-Sham gap in eV: 9.177
SMILES string: OCCCCS.O.O
HOMO in eV: -8.80
LUMO in eV: 0.375

***

In order of decreasing stability: *ii*, *i*.

***

*i*
The following is a quantum chemistry calculation of a cluster of 2 separate species, C3H2O5 in total, from the Open Molecules 2025 dataset.

Each line ends with the natural charge from an NBO analysis.
CARTESIAN COORDINATES (ANGSTROEM)
O (2.34, -0.07, 0.78)  -0.666
H (0.21, 0.27, 0.64)  0.202
O (0.28, -0.78, -1.58)  -0.198
C (-2.89, 0.62, 0.48)  1.022
H (3.15, -0.29, 0.26)  0.506
C (0.75, 0.44, -1.28)  0.213
C (1.20, -0.09, 0.10)  0.214
O (0.76, -1.40, -0.41)  -0.272
O (-2.07, 1.34, 0.12)  -0.514
O (-3.74, -0.04, 0.88)  -0.507

Results
Total charge: 0
Multiplicity: 1
Kohn-Sham gap in eV: 9.429
HOMO in eV: -9.51
LUMO in eV: -0.076

***

*ii*
The following is a quantum chemistry calculation of a structure of composition C3H2O5, from the Open Molecules 2025 dataset.

Each line ends with the natural charge from an NBO analysis.
CARTESIAN COORDINATES (ANGSTROEM)
O (-0.37, 0.15, 1.27)  -0.810
C (-1.69, 1.00, -0.07)  0.745
O (-2.00, -2.17, -0.08)  -0.471
O (-2.73, -0.03, 0.29)  -0.476
C (-0.83, -0.06, -0.59)  0.373
O (0.18, -0.08, -1.39)  -0.587
O (-1.83, 2.17, 0.03)  -0.508
C (-1.91, -1.02, -0.15)  0.749
H (0.33, 0.81, 1.32)  0.459
H (0.68, 0.84, -1.44)  0.527

Results
Total charge: 0
Multiplicity: 1
Kohn-Sham gap in eV: 10.075
HOMO in eV: -10.97
LUMO in eV: -0.900

***

In order of decreasing stability: *ii*, *i*.